Entry 1:
Density functional theory data (ωB97M-V/def2-TZVPD) for a cluster of 3 separate species, C24H41BN2O2 in total.

Positions of all 70 atoms, in Å:
C -5.3572 3.8561 1.2657
C -5.7043 2.3746 1.1901
C -6.5848 1.7700 2.0644
C -6.8848 0.4227 1.9995
C -6.2595 -0.3535 1.0363
C -5.3618 0.2530 0.1750
C -4.6505 -0.6265 -0.8655
B -4.7755 -0.0973 -2.3486
C -3.8886 -0.5504 -3.5885
C -2.3805 -0.1718 -3.4905
C -1.6314 -0.7928 -2.3157
C -0.7047 -0.0644 -1.5901
C -0.0601 -0.6354 -0.5019
C -0.3146 -1.9332 -0.1356
C -1.2360 -2.6868 -0.8548
C -1.8803 -2.1002 -1.9190
C -5.0757 1.6041 0.2117
H -4.7322 4.1332 0.4114
H -4.7351 3.9846 2.1671
H -6.2367 4.4990 1.3770
H -7.0450 2.3930 2.8335
H -7.5941 0.0015 2.7099
H -6.4739 -1.4180 0.9602
H -3.6064 -0.7081 -0.5185
H -5.0364 -1.6629 -0.8417
H -5.6478 0.6923 -2.5695
H -4.2747 -0.0362 -4.4833
H -3.9655 -1.6271 -3.8060
H -1.8611 -0.5034 -4.4031
H -2.2810 0.9203 -3.4059
H -0.5250 0.9676 -1.8987
H 0.6444 0.0085 0.0441
H 0.2031 -2.3560 0.7234
H -1.4125 -3.7172 -0.5509
H -2.6285 -2.6580 -2.4840
H -4.3833 2.0643 -0.4920
C 6.1347 -3.4673 0.8923
O 5.1726 -4.5007 0.9964
C 4.5353 -4.6009 2.2565
C 3.3747 -3.6151 2.4686
C 3.8293 -2.1881 2.7599
N 2.4612 -3.5945 1.3214
H 6.6701 -3.3127 1.8335
H 5.6683 -2.5340 0.5682
H 6.8547 -3.7589 0.1274
H 4.1253 -5.6141 2.2955
H 5.2721 -4.5305 3.0675
H 2.8142 -3.9613 3.3424
H 4.1717 -1.6704 1.8635
H 3.0018 -1.6056 3.1669
H 4.6386 -2.1743 3.4934
H 2.0765 -4.5268 1.1913
H 3.0236 -3.4464 0.4864
C 3.8083 3.8273 -2.4105
O 4.4066 2.7227 -1.7571
C 4.7313 2.9362 -0.3960
C 3.5544 2.7665 0.5787
C 2.5848 3.9443 0.5771
N 2.8030 1.5347 0.3148
H 4.2027 4.7796 -2.0447
H 2.7221 3.8031 -2.2977
H 4.0313 3.7451 -3.4744
H 5.4796 2.1762 -0.1527
H 5.2208 3.9101 -0.2648
H 3.9773 2.6967 1.5855
H 1.9294 3.9419 -0.2939
H 1.9430 3.9034 1.4579
H 3.1207 4.8958 0.5995
H 3.4334 0.7433 0.4178
H 2.5688 1.5297 -0.6759

## Properties
SMILES string: Cc1cccc(CBCCc2ccccc2)c1.COC[C@@H](C)N.COC[C@@H](C)N
E_tot: -1223.871499 hartree
E_HOMO: -8.6 eV

=====

Entry 2:
Density functional theory data (ωB97M-V/def2-TZVPD) for the ion C24H41FNO3 with charge +1.

Positions of all 70 atoms, in Å:
C 5.9997 -3.5867 1.8654
C 4.7717 -2.7247 1.5125
C 4.4217 -2.6918 0.0158
C 4.6723 -1.3380 -0.6457
C 6.1614 -0.9969 -0.6830
C 6.5044 0.5020 -0.5950
C 5.8620 1.2466 0.5808
C 5.2893 2.6349 0.2615
C 4.4551 2.7284 -1.0288
C 3.0343 3.2656 -0.8096
C 2.0688 2.1203 -0.5325
C 0.6180 2.5483 -0.4030
C -0.1792 1.3922 0.1792
O -1.5805 1.5463 -0.1685
C -2.3448 0.5362 0.1613
O -2.0156 -0.4065 0.7976
C -3.7134 0.6243 -0.4499
C -3.7878 1.2520 -1.7031
C -5.0048 1.3057 -2.3556
N -6.0817 0.7455 -1.7777
C -6.0642 0.1362 -0.5717
C -7.3539 -0.4414 -0.0863
C -7.3001 -2.0016 -0.1059
C -8.0512 -2.6089 -1.2993
O -7.7507 -2.4815 1.1403
C -4.8525 0.0733 0.1596
C -4.8308 -0.5414 1.5376
C -4.5126 0.5038 2.6360
F -3.4015 0.1398 3.3610
H 6.9044 -2.9843 1.9080
H 6.1634 -4.3756 1.1370
H 5.8916 -4.0387 2.8463
H 4.9755 -1.7247 1.8908
H 3.9427 -3.1140 2.0962
H 5.0304 -3.4380 -0.4915
H 3.3833 -2.9957 -0.1065
H 4.0737 -0.5725 -0.1575
H 4.2901 -1.4233 -1.6632
H 6.5381 -1.3474 -1.6424
H 6.7289 -1.5291 0.0753
H 7.5827 0.5704 -0.4696
H 6.2926 0.9570 -1.5592
H 5.0925 0.6615 1.0752
H 6.6396 1.3857 1.3297
H 6.0579 3.4005 0.2783
H 4.6199 2.8937 1.0835
H 4.9805 3.3589 -1.7421
H 4.3662 1.7609 -1.5160
H 3.0141 3.9721 0.0182
H 2.7231 3.8181 -1.6954
H 2.4150 1.6241 0.3776
H 2.1626 1.3894 -1.3339
H 0.2027 2.7574 -1.3877
H 0.5188 3.4341 0.2164
H -0.0638 1.3686 1.2565
H 0.1859 0.4667 -0.2525
H -2.9073 1.6747 -2.1524
H -5.1355 1.7740 -3.3154
H -6.9725 0.7734 -2.2563
H -7.5113 -0.1342 0.9394
H -8.1650 -0.0862 -0.7143
H -6.2572 -2.3004 -0.1849
H -8.5853 -1.8545 -1.8689
H -8.7475 -3.3733 -0.9750
H -7.3525 -3.0683 -1.9909
H -8.6027 -2.9146 1.0455
H -5.7851 -0.9801 1.7884
H -4.0702 -1.3107 1.5777
H -4.3190 1.4825 2.1995
H -5.3345 0.5602 3.3432

## Properties
Charge: +1
SMILES string: CCCCCCCCCCCCCOC(=O)c1cc[nH+]c(C[C@H](C)O)c1CCF
E_tot: -1319.189821 hartree
E_HOMO: -12.1 eV

=====

Entry 3:
Density functional theory data (ωB97M-V/def2-TZVPD) for a structure of composition C24H41HfNO5SSi3.

Positions of all 76 atoms, in Å:
Hf -0.2414 0.4788 0.2653
C -0.8532 1.6237 -1.7778
C 0.5347 1.3603 -1.9499
C 0.6521 0.0506 -2.4628
C -0.6328 -0.4920 -2.5956
C -1.5600 0.4629 -2.1587
H -1.2898 2.5643 -1.4774
H 1.3297 2.0713 -1.7936
H 1.5676 -0.4554 -2.7220
H -0.8657 -1.4852 -2.9462
H -2.6310 0.3411 -2.1105
C -6.5890 -2.3228 5.2400
C -5.6726 -1.6235 4.2759
C -6.0963 -0.5105 3.5599
C -5.2526 0.1286 2.6634
C -3.9634 -0.3501 2.4856
C -3.5184 -1.4630 3.1886
C -4.3728 -2.0899 4.0749
S -2.9093 0.4894 1.3465
O -3.7468 1.4344 0.6627
O -2.2525 -0.5554 0.5032
N -1.6101 1.0707 2.0138
C -1.5818 2.4593 2.4523
C -0.5854 3.2215 1.5769
O -0.4789 4.4182 1.6170
O 0.1075 2.4244 0.7805
H -7.5396 -1.8004 5.3319
H -6.1364 -2.3858 6.2304
H -6.7929 -3.3424 4.9087
H -7.1030 -0.1369 3.7004
H -5.5849 0.9883 2.0996
H -2.5170 -1.8372 3.0411
H -4.0262 -2.9591 4.6213
H -1.2531 2.5282 3.4896
H -2.5510 2.9531 2.3678
C -0.6933 -2.8738 -0.5319
O 0.0968 -1.7772 -0.0749
Si 1.7006 -1.9607 0.5199
C 1.6484 -3.4789 1.6237
C 2.8359 -2.4695 -0.8730
C 1.8055 -0.2591 1.2106
Si 1.5703 -0.3381 3.0831
C 2.9873 -1.1444 4.0366
C 1.3671 1.3499 3.8979
C 0.0223 -1.3575 3.4882
Si 3.3892 0.6783 0.7875
C 3.6609 1.0893 -1.0398
C 4.9153 -0.3147 1.2934
C 3.5034 2.3368 1.6546
H -0.7740 -3.6255 0.2543
H -0.2328 -3.3188 -1.4158
H -1.6846 -2.5080 -0.7817
H 1.7469 -4.3754 1.0063
H 0.7295 -3.5636 2.2017
H 2.4813 -3.4830 2.3281
H 2.4255 -3.3468 -1.3806
H 3.7984 -2.7703 -0.4506
H 3.0244 -1.7001 -1.6159
H 3.7692 -0.4143 4.2492
H 3.4534 -1.9916 3.5346
H 2.6042 -1.4942 4.9996
H 2.3120 1.6885 4.3247
H 0.6443 1.2832 4.7149
H 1.0364 2.1213 3.2058
H 0.2834 -2.2758 4.0182
H -0.5330 -1.6403 2.5912
H -0.6501 -0.7771 4.1216
H 3.0497 0.5353 -1.7439
H 4.7079 0.9012 -1.2890
H 3.4747 2.1513 -1.2120
H 4.8688 -1.3538 0.9555
H 5.0625 -0.3248 2.3723
H 5.8056 0.1342 0.8458
H 2.6067 2.9367 1.4875
H 4.3547 2.8845 1.2406
H 3.6626 2.2512 2.7294

## Properties
E_tot: -2685.017060 hartree
E_HOMO: -8.6 eV
ΔE to the lowest compared entry with this formula, charge and spin: 11.5 kcal/mol